1.
C4H4O2Tm as an isolated structure in a non-equilibrium geometry, computed with ωB97M-V/def2-TZVPD.

CARTESIAN COORDINATES (ANGSTROEM)
H -1.878 -1.938 0.538
O 1.771 0.879 -0.078
C 1.359 -0.457 -0.020
C -0.109 -0.520 -0.063
C -1.231 -1.266 -0.110
H 2.731 0.916 -0.040
H 1.685 -0.965 0.905
H 1.739 -1.060 -0.864
C -1.422 0.078 0.150
O -2.168 1.066 0.022
Tm -2.476 3.267 -0.440

Properties
Kohn-Sham gap (spin up / spin down) ... 0.356 / 0.162 Ha
Total charge ... +3
ΔE to the lowest compared entry with this formula, charge and spin ... 0.0 kJ/mol
⟨S²⟩ ... 2.013
Spin multiplicity ... 3
DFT total energy ... -37798.8665 eV
LUMO energy (spin up / spin down) ... -0.493 / -0.643 Eh

Mulliken population analysis, charges in e, atoms 1 to 5:
1 H 0.37
2 O -0.34
3 C -0.25
4 C 0.18
5 C -0.11

2.
A 2-piece molecular cluster, C4H12O overall in a non-equilibrium geometry, computed with ωB97M-V/def2-TZVPD.

CARTESIAN COORDINATES (ANGSTROEM)
C -0.125 1.811 1.043
C 1.030 1.232 1.820
O 1.148 -0.176 1.636
H -1.071 1.665 1.586
H -0.199 1.346 0.060
H -0.136 2.899 1.003
H 1.999 1.678 1.611
H 0.935 1.355 2.902
H 1.188 -0.366 0.691
C -1.134 -0.997 -1.854
C -0.059 -1.848 -1.173
H -2.101 -1.048 -1.365
H -0.807 0.011 -2.106
H -1.313 -1.453 -2.835
H 0.903 -1.493 -1.547
H -0.221 -2.907 -1.378
H -0.038 -1.711 -0.094

Properties
Kohn-Sham gap ... 0.416 Ha
ΔE to the lowest compared entry with this formula, charge and spin ... 61.6 kJ/mol
SMILES string ... CCO.CC
DFT total energy ... -6389.4826 eV
LUMO energy ... 0.038 Eh

Mulliken population analysis, charges in e, atoms 1 to 5:
1 C -0.74
2 C -0.27
3 O -0.50
4 H 0.24
5 H 0.12

3.
C27H36IrNP2S5 as an isolated structure in a non-equilibrium geometry, computed with ωB97M-V/def2-TZVPD.

CARTESIAN COORDINATES (ANGSTROEM)
Ir -0.499 -0.024 -0.100
C -1.035 2.691 -3.059
C -1.113 1.199 -3.444
C -0.952 0.979 -4.981
P -0.061 0.010 -2.398
C -0.101 -1.623 -3.396
C 0.746 -2.642 -2.671
C -1.518 -2.114 -3.757
C 1.655 0.543 -2.305
C 2.209 1.276 -3.349
C 3.476 1.829 -3.224
C 4.175 1.636 -2.027
C 3.597 0.971 -0.924
C 2.291 0.425 -1.039
N 1.553 -0.118 0.010
C 2.041 -0.882 1.062
C 3.324 -1.500 1.070
C 3.781 -2.136 2.199
C 2.942 -2.332 3.313
C 1.668 -1.759 3.316
C 1.214 -1.044 2.227
P -0.249 -0.024 2.224
C 0.013 1.574 3.170
C 0.415 2.763 2.271
C 0.925 1.405 4.361
C -1.663 -0.887 3.232
C -1.523 -2.413 3.302
C -1.842 -0.385 4.693
H -1.087 3.302 -3.990
H -0.150 2.933 -2.495
H -1.893 2.951 -2.452
H -2.141 0.871 -3.181
H -0.147 1.614 -5.367
H -1.896 1.329 -5.456
H -0.710 -0.060 -5.304
H 0.463 -1.316 -4.343
H 0.378 -2.763 -1.656
H 1.771 -2.334 -2.567
H 0.718 -3.613 -3.189
H -2.002 -2.435 -2.824
H -1.469 -2.993 -4.408
H -2.067 -1.298 -4.236
H 1.706 1.292 -4.327
H 3.989 2.307 -4.079
H 5.171 2.071 -1.944
H 4.099 0.900 0.019
H 3.934 -1.430 0.159
H 4.783 -2.579 2.226
H 3.333 -2.837 4.214
H 1.013 -1.844 4.186
H -0.987 1.831 3.563
H 1.113 2.489 1.452
H 0.929 3.552 2.853
H -0.511 3.199 1.796
H 1.964 1.198 4.034
H 0.628 0.526 4.978
H 0.953 2.256 5.044
H -2.619 -0.650 2.661
H -0.640 -2.673 3.928
H -1.351 -2.912 2.343
H -2.407 -2.802 3.840
H -0.979 -0.559 5.341
H -2.642 -0.982 5.139
H -2.106 0.644 4.764
S -7.562 0.866 0.264
C -5.962 0.669 0.062
S -4.798 1.969 0.051
C -3.339 1.003 -0.163
C -3.534 -0.402 -0.233
S -2.316 -1.630 -0.223
S -5.252 -0.928 -0.104
S -1.845 1.849 -0.150

Properties
Kohn-Sham gap (spin up / spin down) ... 0.193 / 0.179 Ha
Total charge ... +1
ΔE to the lowest compared entry with this formula, charge and spin ... 0.0 kJ/mol
⟨S²⟩ ... 8.818
Spin multiplicity ... 6
DFT total energy ... -105657.8065 eV
LUMO energy (spin up / spin down) ... -0.087 / -0.210 Eh

Mulliken population analysis, charges in e, atoms 1 to 5:
1 Ir 1.21
2 C -1.51
3 C 0.83
4 C -1.81
5 P 0.30

4.
C33H29HfN6O6S as an isolated structure in a non-equilibrium geometry, computed with ωB97M-V/def2-TZVPD.

CARTESIAN COORDINATES (ANGSTROEM)
Hf 0.743 0.408 -0.234
C 2.063 -2.187 1.500
C 1.699 -1.074 2.433
C 1.807 -1.287 3.821
C 1.493 -0.283 4.695
C 1.104 0.978 4.195
C 0.816 2.060 5.047
C 0.470 3.277 4.517
C 0.429 3.454 3.138
C 0.729 2.426 2.256
S 0.820 2.798 0.560
C 1.042 1.136 2.775
N 1.314 0.095 1.931
H 2.564 -2.978 2.054
H 2.721 -1.833 0.706
H 1.168 -2.608 1.032
H 2.145 -2.247 4.179
H 1.561 -0.439 5.763
H 0.869 1.907 6.113
H 0.244 4.109 5.167
H 0.181 4.415 2.717
O 1.889 -0.971 -1.384
C 1.815 -1.244 -2.597
C 0.811 -0.853 -3.515
C 0.955 -1.209 -4.869
C 0.010 -0.854 -5.795
C -1.149 -0.152 -5.407
C -1.314 0.218 -4.107
C -0.341 -0.086 -3.102
O -0.496 0.333 -1.909
N 0.227 -1.180 -7.185
O 1.178 -1.883 -7.446
O -0.543 -0.711 -7.992
H 2.617 -1.868 -3.020
H 1.834 -1.742 -5.201
H -1.880 0.089 -6.165
H -2.186 0.774 -3.796
N 4.946 2.202 -0.489
C 5.348 1.439 0.564
C 4.290 0.629 0.868
N 3.250 0.882 0.024
C 3.674 1.843 -0.791
C 2.815 2.418 -1.784
N 1.660 1.846 -2.105
C 1.052 2.699 -2.975
C 1.841 3.795 -3.180
N 2.957 3.604 -2.424
H 5.507 2.904 -0.943
H 6.326 1.526 0.993
H 4.219 -0.100 1.649
H 0.090 2.479 -3.393
H 1.691 4.664 -3.785
H 3.708 4.267 -2.323
C -6.367 -2.982 2.223
C -5.087 -2.357 1.771
C -4.967 -1.802 0.506
C -3.778 -1.228 0.074
C -3.673 -0.639 -1.302
C -2.684 -1.233 0.940
C -2.790 -1.752 2.233
C -1.615 -1.685 3.165
C -3.995 -2.308 2.629
C -1.380 -0.658 0.526
O -0.427 -1.386 0.127
O -1.162 0.583 0.606
H -7.052 -3.112 1.391
H -6.850 -2.349 2.967
H -6.180 -3.949 2.685
H -5.815 -1.822 -0.163
H -4.661 -0.391 -1.687
H -3.215 -1.352 -1.989
H -3.057 0.260 -1.293
H -0.853 -2.403 2.859
H -1.917 -1.913 4.185
H -1.171 -0.688 3.147
H -4.085 -2.719 3.622

Properties
Kohn-Sham gap ... 0.248 Ha
Total charge ... +1
DFT total energy ... -68059.5646 eV
LUMO energy ... -0.124 Eh

Mulliken population analysis, charges in e, atoms 1 to 5:
1 Hf 2.40
2 C -1.46
3 C 0.87
4 C -1.01
5 C -1.22